1.
ORCA calculation (ωB97M-V with the def2-TZVPD basis set) on a molecular structure, C8H2AuCl8NO7P2.

Output
LUMO energy: -0.061 hartree
energy relative to the best compared isomer or geometry (same formula, charge and spin): 40.2 kJ/mol
electronic energy: -146604.8994 eV
molecular weight: 766.643 g/mol
gap between HOMO and LUMO: 7.913 eV

Positions of all 29 atoms, in Å:
Au 0.0708 -0.2172 0.2933
Cl 3.0765 4.8766 2.9711
Cl 4.9703 -1.3799 -1.3564
Cl 1.5632 5.1908 0.2642
Cl 3.2179 -3.5565 -2.1583
Cl 3.5411 -1.2352 -3.8889
Cl 0.1702 2.6952 -1.0284
Cl 1.9100 -0.3966 2.9803
Cl 3.2341 2.0882 4.3537
P -2.3061 -0.9495 -1.1909
P -2.6477 0.5414 1.3827
O -1.9634 -0.3043 -2.4617
O -3.7391 0.1042 2.2432
O -1.2139 -0.0051 1.7386
O -1.1916 -1.6814 -0.4105
O -2.4263 2.1195 1.3359
O -2.8677 0.1851 -0.1640
O -3.4634 -2.0306 -1.2649
N 1.4737 -0.6123 -1.1165
C 2.4032 2.2673 2.8626
C 1.0473 2.5472 0.4486
C 2.3266 3.5151 2.2432
C 3.5029 -1.8201 -2.2277
C 1.1326 1.3052 1.0536
C 1.6524 3.6583 1.0318
C 2.3693 -1.1590 -1.5602
C 1.8025 1.1673 2.2571
H -3.2177 2.5880 1.6244
H -4.1705 -1.7571 -1.8600



2.
ORCA calculation (ωB97M-V with the def2-TZVPD basis set) on 6 unconnected molecules or ions with the total composition C8H30N2O6 in a non-equilibrium geometry.

Output
LUMO energy: 0.005 hartree
SMILES: COC[C@H](C)N.COC[C@H](C)N.O.O.O.O
energy relative to the best compared isomer or geometry (same formula, charge and spin): 90.6 kJ/mol
electronic energy: -24046.3229 eV
molecular weight: 250.336 g/mol
gap between HOMO and LUMO: 8.255 eV

Positions of all 46 atoms, in Å:
O -3.0911 -2.6897 2.5024
O -0.7657 3.2202 0.7831
O 1.0220 2.0687 2.3915
O -0.2145 -0.2561 3.1574
O 4.8635 0.8694 -3.1858
O -0.3597 -0.1198 -0.4093
N -2.7034 -0.1385 1.1544
N 1.2564 1.2415 -2.3060
C 5.5639 -0.0959 -3.9851
C -3.2508 -1.9490 -0.3993
C 3.4535 0.6446 -3.2131
C -3.7523 -1.1318 0.7755
C -4.2052 -1.9530 2.0395
C 3.1674 1.5231 -0.7720
C 2.6837 1.6051 -2.2595
C -3.3365 -3.5043 3.6395
H 0.2080 0.4865 0.0665
H 3.1479 0.4796 -0.4576
H 0.3193 2.5079 1.9123
H -3.0279 -1.2282 -1.1861
H -0.6195 3.9055 0.1311
H -2.2666 -2.3448 -0.1488
H 1.0505 1.5120 -3.2571
H 5.6314 0.3032 -4.9971
H -2.0157 -0.1127 0.4152
H 1.4592 2.7709 2.8731
H -2.2290 -0.4036 2.0057
H -0.2944 0.1574 -1.3232
H -3.4985 -2.8098 4.4638
H -4.6187 -1.3159 2.8213
H 2.6382 2.1655 -0.0683
H -4.9851 -2.6683 1.7782
H -0.5537 -0.0743 4.0338
H 3.2553 -0.3760 -2.8857
H 2.9081 2.6476 -2.4853
H -4.1521 -4.2096 3.4800
H 3.0324 0.7843 -4.2087
H -1.6786 2.9610 0.6583
H 6.5757 -0.1586 -3.5847
H 0.2192 0.5557 2.8948
H 0.8069 2.0272 -1.8580
H -2.5238 -4.1763 3.9155
H 4.2188 1.7920 -0.6706
H -4.6485 -0.5989 0.4579
H 5.1441 -1.1017 -3.9698
H -3.8343 -2.8121 -0.7196



3.
ORCA calculation (ωB97M-V with the def2-TZVPD basis set) on 6 unconnected molecules or ions with the total composition C8H32BNO6 in a non-equilibrium geometry.

Output
LUMO energy: 0.013 hartree
energy relative to the best compared isomer or geometry (same formula, charge and spin): 185.8 kJ/mol
electronic energy: -23261.1157 eV
molecular weight: 249.157 g/mol
gap between HOMO and LUMO: 8.490 eV

Positions of all 48 atoms, in Å:
O 0.2894 3.1472 -0.3179
O 0.5479 -3.7609 -2.2024
O -2.4999 -2.3166 1.8599
O -1.4126 0.8970 -1.4617
O 0.4365 1.3596 2.6673
O -0.1832 -2.2161 -0.1460
N 0.7596 0.4588 0.1494
C 0.0564 -1.6560 -3.2181
C -0.2977 2.4078 3.2586
C -1.7612 2.2704 -1.3404
C -0.2104 -2.9762 0.9696
C -0.5512 3.2498 -1.4420
C -1.7625 1.8883 3.2493
C 0.6296 -3.0902 -3.4163
C -1.0852 -2.2449 2.0377
B 3.6032 0.7463 -0.2986
H 1.6443 -3.0261 -3.8091
H 2.9827 1.2760 0.4076
H 0.7366 0.8518 1.0795
H -0.0532 -1.0862 -4.1407
H 0.7026 -1.0351 -2.5977
H -2.4422 2.5678 -2.1378
H -0.0224 2.7290 4.2631
H 0.0337 -3.6024 -4.1717
H -0.7929 -1.1996 2.1383
H 3.0304 0.6053 -1.2020
H -0.9367 -1.6940 -2.7704
H -2.6198 -3.2687 1.8318
H 4.4374 1.3865 -0.5406
H -2.2021 0.3589 -1.3685
H -0.7939 4.3109 -1.5006
H 1.1126 1.1724 3.3226
H -0.0359 -2.7827 -0.9069
H 0.0731 2.9914 -2.2973
H 0.7966 -4.6803 -2.3226
H -2.5567 2.5960 3.4870
H 0.8353 -2.9555 1.2765
H -0.0948 3.2896 2.6509
H -1.7741 1.0044 3.8871
H 0.2747 -0.4253 0.0913
H -0.8372 -2.6305 3.0266
H 0.9459 3.8463 -0.3621
H -0.4318 -4.0340 0.8276
H -2.0526 1.5541 2.2532
H 1.7176 0.3534 -0.1525
H -2.3755 2.3699 -0.4455
H 0.2231 1.1740 -0.3204
H 3.9167 -0.1814 0.1546



4.
ORCA calculation (ωB97M-V with the def2-TZVPD basis set) on 8 unconnected molecules or ions with the total composition C8H32N16O8 in a non-equilibrium geometry.

Output
LUMO energy: 0.001 hartree
SMILES: NC(N)=O.NC(N)=O.NC(N)=O.NC(N)=O.NC(N)=O.NC(N)=O.NC(N)=O.NC(N)=O
energy relative to the best compared isomer or geometry (same formula, charge and spin): 171.9 kJ/mol
electronic energy: -49044.7960 eV
molecular weight: 480.448 g/mol
gap between HOMO and LUMO: 8.812 eV

Positions of all 64 atoms, in Å:
O 5.0809 2.7321 -2.1841
O -2.9694 -0.6981 2.7183
O 2.0707 4.0247 -0.1043
O -4.3895 1.3184 -1.6931
O 1.4692 -4.6663 -0.3756
O 5.9798 -2.0503 2.3523
O 1.5647 -0.1304 0.7483
O -3.4777 -1.8306 -1.5030
N 4.9123 0.4692 -2.3890
N 3.0042 5.1174 1.6259
N -0.4928 -0.7888 0.1327
N -3.6732 2.9204 -3.0928
N 0.1321 1.3865 -0.1647
N 3.8257 -1.3715 1.9991
N 1.2070 3.7283 1.9738
N -3.2727 1.4791 2.2369
N -4.8572 -3.2982 -2.5393
N 4.6052 -1.8176 4.1224
N -0.0538 -5.4309 1.2068
N 3.6621 1.5790 -0.8419
N -3.9682 -0.1119 0.7339
N -4.6671 -1.1557 -3.3450
N -2.5191 0.9094 -2.9194
N 0.7729 -3.3039 1.2672
C 4.6308 1.6499 -1.8036
C 4.8552 -1.7572 2.7774
C -3.3605 0.1331 1.8913
C -3.5493 1.7121 -2.5047
C 2.0590 4.2999 1.1009
C 0.8025 -4.5178 0.6388
C 0.4262 0.1777 0.3368
C -4.3032 -2.0661 -2.3801
H -4.4559 -3.9964 -1.9370
H -4.4645 3.4564 -2.7868
H -1.7578 1.2932 -3.4513
H 1.3019 -2.5820 0.8008
H 3.6694 -1.5402 4.3514
H -3.1780 3.1179 -3.9434
H -0.7722 1.6152 -0.5337
H -2.7533 1.7318 3.0525
H 0.3438 -3.1111 2.1526
H 0.8177 2.1184 -0.0370
H 3.6252 5.6916 1.0895
H -0.1627 -6.3532 0.8347
H -1.4001 -0.5752 -0.2510
H 4.0071 -1.4318 1.0155
H -3.7276 2.1668 1.6644
H 3.2856 2.4303 -0.4532
H 3.0951 5.2478 2.6191
H -0.5060 -5.1129 2.0399
H -4.1749 -0.2714 -3.2668
H -0.3515 -1.7339 0.4481
H 5.2848 -2.2573 4.7081
H -4.1305 -1.0776 0.5128
H -5.3019 -3.5356 -3.4040
H -4.1167 0.6856 0.1403
H 3.0380 -0.9683 2.4650
H 0.5079 3.0659 1.6985
H 4.4042 -0.3569 -2.1390
H -5.2312 -1.4600 -4.1106
H 5.7147 0.3847 -2.9841
H -2.4386 -0.0304 -2.5570
H 3.0834 0.7677 -0.7054
H 1.2380 3.9793 2.9447